# 1
# C13H28N2O2PSi

A 2-piece molecular cluster, C13H28N2O2PSi overall in a non-equilibrium geometry (the ωB97M-V functional and the def2-TZVPD basis, the OMol25 dataset).

Positions of all 47 atoms, in Å:
C (1.54, 0.33, 1.78)
C (0.80, 1.70, 1.50)
Si (-0.82, 1.95, 2.47)
C (-2.08, 0.53, 2.26)
C (-2.84, 0.10, 3.45)
C (-3.84, -0.97, 3.25)
C (-4.03, -1.52, 1.92)
C (-3.26, -1.09, 0.75)
C (-2.28, -0.04, 0.93)
P (-1.84, 3.75, 1.61)
N (-2.77, 4.39, 2.98)
O (-0.69, 4.88, 1.10)
H (2.10, 0.36, 2.75)
H (0.89, -0.58, 1.70)
H (2.34, 0.22, 0.99)
H (1.50, 2.51, 1.84)
H (0.64, 1.86, 0.41)
H (-0.58, 2.13, 3.91)
H (-2.66, 0.58, 4.43)
H (-4.45, -1.29, 4.13)
H (-4.81, -2.30, 1.79)
H (-3.45, -1.53, -0.26)
H (-1.68, 0.35, 0.06)
H (-2.34, 3.98, 3.83)
H (-3.66, 3.88, 2.91)
H (-0.90, 5.03, 0.16)
C (2.77, -2.21, -1.52)
N (2.37, -1.50, -2.79)
C (3.10, -2.16, -3.94)
C (2.78, -0.06, -2.71)
C (0.87, -1.63, -3.06)
C (-0.03, -0.98, -2.02)
O (0.18, -1.56, -0.75)
H (3.85, -2.31, -1.51)
H (2.47, -1.61, -0.66)
H (2.29, -3.19, -1.50)
H (4.17, -2.07, -3.76)
H (2.82, -1.65, -4.86)
H (2.80, -3.20, -3.97)
H (2.32, 0.40, -1.85)
H (2.48, 0.44, -3.63)
H (3.87, -0.02, -2.61)
H (0.66, -2.70, -3.12)
H (0.68, -1.18, -4.04)
H (-1.08, -1.14, -2.31)
H (0.14, 0.10, -1.96)
H (-0.33, -1.04, -0.10)

## Properties
Total charge: +1
HOMO-LUMO gap, eV: 7.53
Molar mass, g/mol: 303.4
Calculated total energy, hartree: -1402.7106
Multiplicity: 1

=====

# 2
# C9H11ClN2O2SSn

C9H11ClN2O2SSn as an isolated structure in a non-equilibrium geometry (the ωB97M-V functional and the def2-TZVPD basis, the OMol25 dataset).

Positions of all 27 atoms, in Å:
Cl (1.32, 2.65, -0.96)
C (-2.60, 0.78, -0.86)
C (-2.50, -0.62, -1.07)
C (-1.67, -0.84, -2.20)
H (-3.03, -1.39, -0.50)
C (-1.20, 0.40, -2.71)
C (-1.81, 1.42, -1.88)
H (-1.78, 2.49, -2.08)
H (-3.21, 1.27, -0.12)
H (-1.40, -1.81, -2.61)
C (-0.22, 0.62, -3.79)
Sn (0.07, 0.61, -0.49)
C (-0.18, -1.89, 1.03)
C (-0.31, 1.30, 1.81)
O (-0.51, -2.93, 1.41)
O (0.18, 1.92, 2.65)
H (0.52, -0.19, -3.79)
H (0.33, 1.54, -3.61)
H (-0.64, 0.68, -4.80)
N (3.30, -0.16, 2.89)
C (2.14, -0.75, 2.75)
N (1.40, -1.08, 3.81)
S (1.79, -1.17, 0.93)
H (3.98, -0.38, 3.67)
H (3.76, 0.10, 2.02)
H (0.42, -1.33, 3.80)
H (1.85, -1.25, 4.71)

## Properties
Total charge: +2
HOMO-LUMO gap (spin up / spin down), eV: 5.74 / 5.53
Molar mass, g/mol: 365.4
Calculated total energy, hartree: -1681.4792
Energy above the lowest of the compared OMol25 structures with the same formula, charge and spin, kJ/mol: 0.0
Multiplicity: 1

=====

# 3
# C8H12OS

One molecule with the formula C8H12OS in a non-equilibrium geometry (the ωB97M-V functional and the def2-TZVPD basis, the OMol25 dataset).

Positions of all 22 atoms, in Å:
C (-1.09, 0.76, -0.39)
C (-0.09, -1.21, -0.87)
C (0.95, -0.22, -0.93)
C (0.24, 1.00, -0.56)
C (-1.26, -0.76, -0.48)
C (0.88, 2.42, -0.55)
C (-2.58, -1.37, -0.23)
C (2.10, -0.94, 1.41)
O (3.60, -0.89, -0.69)
S (2.60, -0.02, -0.06)
H (-1.92, 1.47, -0.17)
H (0.18, -2.28, -0.99)
H (1.23, -0.28, -1.94)
H (1.37, 2.28, 0.33)
H (0.19, 3.29, -0.52)
H (1.61, 2.52, -1.37)
H (-2.68, -2.14, -1.13)
H (-3.34, -0.56, -0.47)
H (-2.73, -1.99, 0.75)
H (0.94, -0.79, 1.64)
H (2.18, -2.04, 1.21)
H (2.76, -0.59, 2.25)

## Properties
HOMO-LUMO gap, eV: 9.27
Molar mass, g/mol: 156.3
Calculated total energy, hartree: -785.3312
Energy above the lowest of the compared OMol25 structures with the same formula, charge and spin, kJ/mol: 270.1
Multiplicity: 1

=====

# 4
# C20H32N3NiOS

C20H32N3NiOS as an isolated structure (the ωB97M-V functional and the def2-TZVPD basis, the OMol25 dataset).

Positions of all 58 atoms, in Å:
Ni (-0.74, -0.52, -0.85)
N (-1.44, -2.08, -2.03)
C (-0.36, -2.39, -3.00)
C (0.98, -2.33, -2.28)
N (1.13, -1.00, -1.65)
H (-1.61, -2.88, -1.42)
H (-2.31, -1.89, -2.52)
H (-0.40, -1.63, -3.78)
H (-0.49, -3.36, -3.47)
H (1.79, -2.55, -2.99)
H (1.01, -3.08, -1.49)
H (1.42, -0.29, -2.31)
H (1.84, -1.04, -0.92)
C (2.19, 3.61, -2.84)
C (1.83, 3.85, -1.52)
C (0.82, 3.12, -0.93)
C (0.15, 2.12, -1.64)
C (0.49, 1.91, -2.98)
C (1.51, 2.65, -3.57)
N (-0.85, 1.33, -1.03)
C (-2.04, 1.95, -0.64)
C (-2.43, 3.22, -1.08)
C (-3.66, 3.74, -0.70)
C (-4.53, 3.02, 0.11)
C (-4.15, 1.76, 0.55)
C (-2.92, 1.24, 0.20)
H (2.98, 4.19, -3.31)
H (2.34, 4.62, -0.95)
H (0.53, 3.31, 0.10)
H (-0.07, 1.19, -3.56)
H (1.77, 2.47, -4.61)
H (-1.78, 3.79, -1.73)
H (-3.94, 4.72, -1.05)
H (-5.48, 3.44, 0.39)
H (-4.81, 1.19, 1.19)
H (-2.62, 0.27, 0.58)
C (2.62, 0.99, 2.18)
C (1.82, -0.30, 2.24)
C (0.34, -0.02, 2.44)
S (-0.80, -1.37, 2.14)
O (-0.52, -1.84, 0.70)
C (-0.15, -2.69, 3.20)
C (0.89, -3.59, 2.54)
C (1.30, -4.70, 3.51)
H (3.68, 0.79, 2.06)
H (2.49, 1.57, 3.09)
H (2.29, 1.61, 1.34)
H (2.19, -0.93, 3.05)
H (1.95, -0.87, 1.32)
H (-0.01, 0.76, 1.75)
H (0.11, 0.33, 3.45)
H (-1.03, -3.27, 3.49)
H (0.22, -2.19, 4.09)
H (1.76, -3.01, 2.25)
H (0.47, -4.02, 1.63)
H (1.75, -4.29, 4.41)
H (2.03, -5.36, 3.04)
H (0.44, -5.30, 3.80)

## Properties
Total charge: +1
HOMO-LUMO gap (spin up / spin down), eV: 7.68 / 7.47
Molar mass, g/mol: 421.3
Calculated total energy, hartree: -2927.1158
Energy above the lowest of the compared OMol25 structures with the same formula, charge and spin, kJ/mol: 0.0
Multiplicity: 3
⟨S²⟩: 2.01

=====

# 5
# C16H9N3O

One molecule with the formula C16H9N3O in a non-equilibrium geometry (the ωB97M-V functional and the def2-TZVPD basis, the OMol25 dataset).

Positions of all 29 atoms, in Å:
N (2.37, -0.60, -4.05)
N (2.43, -0.25, -2.81)
O (-1.56, -0.88, 1.01)
C (-0.39, -2.45, -5.55)
C (0.90, -1.73, -5.66)
C (-0.81, -2.37, -4.26)
C (1.24, -1.33, -4.42)
C (-0.63, 1.15, 4.07)
C (0.53, 1.73, 3.56)
C (-1.40, 0.27, 3.25)
C (0.96, 1.43, 2.24)
C (1.47, 0.17, -0.63)
C (-0.83, -1.40, -1.37)
C (1.39, -0.41, -1.89)
C (-1.00, -0.05, 1.94)
C (-0.74, -0.83, -0.11)
C (0.20, 0.49, 1.52)
C (0.38, -0.02, 0.19)
C (0.25, -1.21, -2.24)
N (0.20, -1.66, -3.55)
H (-0.94, -2.93, -6.35)
H (1.45, -1.54, -6.55)
H (-1.75, -2.78, -3.84)
H (-1.03, 1.46, 5.03)
H (1.12, 2.42, 4.15)
H (-2.35, -0.11, 3.59)
H (1.88, 1.82, 1.82)
H (2.32, 0.79, -0.35)
H (-1.70, -1.99, -1.67)

## Properties
SMILES: c1ccc2c(c1)oc1cc3c(cc12)nnc1cccn13
HOMO-LUMO gap, eV: 7.57
Molar mass, g/mol: 259.3
Calculated total energy, hartree: -854.5797
Energy above the lowest of the compared OMol25 structures with the same formula, charge and spin, kJ/mol: 0.0
Multiplicity: 1

=====

# 6
# C2H8N

A 2-piece molecular cluster, C2H8N overall in a non-equilibrium geometry (the ωB97M-V functional and the def2-TZVPD basis, the OMol25 dataset).

Positions of all 11 atoms, in Å:
C (1.49, 0.16, 0.13)
C (0.75, 0.91, 1.00)
H (1.79, -0.84, 0.41)
H (1.87, 0.58, -0.81)
H (0.19, 0.49, 1.80)
H (0.54, 1.93, 0.83)
N (-1.35, -0.66, -0.70)
H (-1.38, -1.09, -1.61)
H (-1.68, 0.28, -0.71)
H (-1.80, -1.09, 0.12)
H (-0.41, -0.67, -0.47)

## Properties
Total charge: +1
HOMO-LUMO gap, eV: 10.55
Molar mass, g/mol: 46.1
Calculated total energy, hartree: -135.4478
Energy above the lowest of the compared OMol25 structures with the same formula, charge and spin, kJ/mol: 139.2
Multiplicity: 1

=====

# 7
# C5H11NO2

One molecule with the formula C5H11NO2 in a non-equilibrium geometry (the ωB97M-V functional and the def2-TZVPD basis, the OMol25 dataset).

Positions of all 19 atoms, in Å:
O (2.12, -1.50, -0.19)
C (0.97, -1.61, -0.59)
O (0.35, -2.65, -1.20)
C (-0.12, -0.43, -0.70)
C (-0.51, 0.13, 0.70)
C (0.65, 0.62, 1.50)
C (-1.60, 1.20, 0.47)
N (0.49, 0.62, -1.45)
H (1.06, -3.29, -1.40)
H (-1.03, -0.92, -1.22)
H (-1.09, -0.74, 1.25)
H (1.57, 0.73, 0.85)
H (0.48, 1.60, 2.06)
H (0.96, -0.09, 2.25)
H (-1.20, 1.92, 1.11)
H (-1.62, 1.58, -0.60)
H (-2.72, 0.93, 0.68)
H (1.17, 1.18, -1.12)
H (0.08, 0.71, -2.38)

## Properties
SMILES: CC(C)[C@@H](N)C(=O)O
HOMO-LUMO gap, eV: 9.56
Molar mass, g/mol: 117.1
Calculated total energy, hartree: -402.3102
Energy above the lowest of the compared OMol25 structures with the same formula, charge and spin, kJ/mol: 178.3
Multiplicity: 1

=====

# 8
# C5H15N3O

One molecule with the formula C5H15N3O (the ωB97M-V functional and the def2-TZVPD basis, the OMol25 dataset).

Positions of all 24 atoms, in Å:
C (-0.40, 0.35, 0.30)
C (-0.94, -1.09, 0.37)
C (3.08, 1.44, 0.33)
C (-2.08, -1.16, 1.38)
C (-1.42, -1.62, -0.98)
N (1.03, 0.33, -0.03)
N (1.64, 1.54, 0.23)
N (-1.23, 1.18, -0.53)
O (1.20, -0.05, -1.43)
H (1.75, -0.84, -1.41)
H (1.37, 2.27, -0.43)
H (-0.42, 0.77, 1.32)
H (-0.11, -1.72, 0.73)
H (-0.99, 2.16, -0.43)
H (-1.10, 0.93, -1.51)
H (3.46, 2.40, 0.68)
H (3.32, 0.67, 1.05)
H (3.56, 1.20, -0.63)
H (-1.73, -0.89, 2.38)
H (-2.86, -0.46, 1.10)
H (-2.50, -2.16, 1.42)
H (-2.32, -1.08, -1.29)
H (-0.66, -1.51, -1.74)
H (-1.67, -2.68, -0.89)

## Properties
SMILES: CNN(O)[C@@H](N)C(C)C
HOMO-LUMO gap, eV: 9.95
Molar mass, g/mol: 133.2
Calculated total energy, hartree: -438.9379
Energy above the lowest of the compared OMol25 structures with the same formula, charge and spin, kJ/mol: 254.8
Multiplicity: 1

=====

# 9
# C15H18O

A 2-piece molecular cluster, C15H18O overall in a non-equilibrium geometry (the ωB97M-V functional and the def2-TZVPD basis, the OMol25 dataset).

Positions of all 34 atoms, in Å:
C (-4.46, -2.77, -0.48)
C (-1.97, 0.34, 1.17)
C (-2.43, 0.47, -0.12)
C (-2.33, -0.78, 1.92)
C (-3.21, -0.55, -0.67)
C (-3.19, -1.73, 1.41)
C (-3.56, -1.68, 0.04)
H (-1.26, 1.04, 1.59)
H (-2.25, 1.35, -0.72)
H (-2.10, -0.91, 2.98)
H (-3.53, -0.35, -1.69)
H (-3.51, -2.55, 2.03)
H (-4.38, -2.89, -1.57)
H (-5.47, -2.33, -0.45)
H (-4.30, -3.68, 0.07)
C (2.25, 1.22, 2.05)
C (2.22, 2.76, 2.21)
C (2.29, 0.85, 0.58)
C (1.26, 1.23, -0.30)
C (3.39, 0.15, 0.14)
C (1.27, 0.76, -1.61)
C (3.46, -0.25, -1.22)
C (2.39, 0.04, -2.05)
O (2.35, -0.31, -3.37)
H (3.19, 0.92, 2.50)
H (1.44, 0.75, 2.60)
H (2.38, 3.04, 3.25)
H (0.49, 1.87, 0.08)
H (4.25, -0.19, 0.70)
H (0.35, 0.83, -2.16)
H (4.35, -0.76, -1.56)
H (3.08, -0.87, -3.61)
H (1.29, 3.22, 1.88)
H (3.07, 3.10, 1.60)

## Properties
SMILES: CCc1ccc(O)cc1.Cc1ccccc1
HOMO-LUMO gap, eV: 9.21
Molar mass, g/mol: 214.3
Calculated total energy, hartree: -657.5941
Energy above the lowest of the compared OMol25 structures with the same formula, charge and spin, kJ/mol: 60.3
Multiplicity: 1

=====

# 10
# C23H30FN3O3

A 2-piece molecular cluster, C23H30FN3O3 overall in a non-equilibrium geometry (the ωB97M-V functional and the def2-TZVPD basis, the OMol25 dataset).

Positions of all 60 atoms, in Å:
C (-4.08, 0.73, 4.39)
C (-3.50, -0.80, 4.37)
C (-2.09, -0.85, 3.48)
O (-2.26, -1.64, 2.22)
C (-1.65, -0.74, 1.20)
C (0.02, -0.68, 1.16)
C (0.76, 0.35, 0.07)
F (2.23, 0.50, -0.06)
C (-0.25, 1.22, -0.88)
C (-1.89, 1.14, -0.86)
C (-2.63, 0.14, 0.21)
C (-4.28, 0.13, 0.24)
N (-4.91, -1.14, -0.29)
C (-2.45, 2.17, -2.01)
O (-3.61, 2.16, -2.68)
N (-1.29, 3.18, -2.08)
C (-1.62, 3.97, -0.80)
C (-0.51, 4.39, 0.31)
C (-0.79, 5.20, 1.73)
C (-2.42, 5.54, 1.90)
C (-3.37, 5.07, 0.66)
N (-3.05, 4.35, -0.60)
C (0.00, 2.36, -2.03)
O (1.08, 2.54, -2.83)
H (-4.85, 0.94, 3.50)
H (-3.24, 1.56, 4.28)
H (-4.67, 0.97, 5.38)
H (-4.29, -1.58, 3.94)
H (-3.33, -1.12, 5.50)
H (-1.23, -1.28, 4.16)
H (-1.82, 0.27, 3.22)
H (0.67, -1.34, 1.89)
H (-4.58, 0.24, 1.39)
H (-4.69, 1.12, -0.28)
H (-5.59, -1.44, 0.47)
H (-5.45, -0.83, -1.15)
H (0.61, 4.07, 0.09)
H (0.02, 5.47, 2.53)
H (-2.84, 6.10, 2.87)
H (-4.52, 5.36, 0.80)
C (6.57, -1.87, -3.34)
C (6.11, -3.20, -2.78)
C (4.69, -3.58, -3.22)
C (3.58, -2.63, -2.76)
C (3.47, -2.42, -1.25)
C (3.14, -3.70, -0.49)
H (5.95, -1.04, -2.98)
H (7.60, -1.67, -3.02)
H (6.55, -1.87, -4.43)
H (6.18, -3.19, -1.68)
H (6.80, -3.98, -3.12)
H (4.47, -4.60, -2.86)
H (4.67, -3.64, -4.31)
H (2.62, -3.02, -3.14)
H (3.72, -1.66, -3.24)
H (2.68, -1.69, -1.06)
H (4.40, -1.99, -0.86)
H (2.20, -4.13, -0.84)
H (3.04, -3.48, 0.58)
H (3.93, -4.45, -0.60)

## Properties
SMILES: CCCOc1cc(F)c2c(c1CN)C(=O)N(c1ccccn1)C2=O.CCCCCC
HOMO-LUMO gap, eV: 7.35
Molar mass, g/mol: 415.5
Calculated total energy, hartree: -1383.5112
Multiplicity: 1

=====

# 11
# C27H47B3BrO13P

A 6-piece molecular cluster, C27H47B3BrO13P overall (the ωB97M-V functional and the def2-TZVPD basis, the OMol25 dataset).

Positions of all 92 atoms, in Å:
C (-6.80, -4.81, 2.45)
C (-6.76, -3.64, 1.47)
C (-5.60, -3.75, 0.46)
C (-4.63, -2.56, 0.50)
B (-3.40, -2.68, 1.44)
O (-3.13, -3.81, 2.20)
B (-1.82, -4.17, 2.29)
Br (-1.34, -5.96, 2.77)
O (-0.83, -3.27, 2.05)
B (-1.22, -1.92, 2.05)
P (-0.26, -0.59, 2.98)
C (1.42, -1.33, 3.12)
C (-0.04, 0.83, 1.84)
C (0.55, 2.04, 2.59)
O (-2.47, -1.65, 1.50)
H (-7.63, -4.71, 3.15)
H (-5.87, -4.87, 3.02)
H (-6.94, -5.74, 1.91)
H (-7.71, -3.63, 0.92)
H (-6.68, -2.70, 2.02)
H (-5.06, -4.68, 0.63)
H (-6.02, -3.82, -0.55)
H (-5.16, -1.64, 0.76)
H (-4.22, -2.37, -0.49)
H (1.31, -2.25, 3.69)
H (1.83, -1.55, 2.13)
H (2.07, -0.64, 3.64)
H (0.63, 0.53, 1.03)
H (-1.00, 1.10, 1.40)
H (1.57, 2.22, 2.27)
H (-0.05, 2.93, 2.45)
H (0.60, 1.85, 3.66)
O (3.48, 0.84, 1.92)
C (3.86, 0.81, 0.78)
O (3.82, 1.90, -0.01)
C (4.22, 1.55, -1.35)
C (5.06, 0.29, -1.20)
C (4.41, -0.37, 0.01)
H (3.31, 1.39, -1.94)
H (4.76, 2.40, -1.77)
H (5.06, -0.33, -2.10)
H (6.10, 0.54, -0.97)
H (3.56, -1.00, -0.27)
H (5.09, -0.95, 0.62)
O (-1.19, 5.34, 2.08)
C (-2.22, 4.85, 1.71)
O (-2.57, 3.58, 2.02)
C (-3.80, 3.23, 1.37)
C (-4.49, 4.55, 1.06)
C (-3.30, 5.48, 0.85)
H (-3.56, 2.67, 0.46)
H (-4.36, 2.58, 2.04)
H (-5.18, 4.49, 0.22)
H (-5.06, 4.88, 1.94)
H (-2.95, 5.47, -0.19)
H (-3.47, 6.51, 1.15)
O (7.56, -1.43, 0.05)
C (7.84, -2.46, 0.58)
O (6.88, -3.33, 0.98)
C (7.48, -4.45, 1.68)
C (8.92, -4.49, 1.19)
C (9.21, -3.02, 0.92)
H (7.41, -4.25, 2.75)
H (6.90, -5.34, 1.44)
H (9.60, -4.96, 1.91)
H (8.98, -5.06, 0.26)
H (9.56, -2.49, 1.81)
H (9.90, -2.83, 0.10)
O (-3.56, 2.00, -4.39)
C (-3.26, 1.09, -3.66)
O (-3.50, -0.20, -3.99)
C (-3.11, -1.06, -2.90)
C (-2.10, -0.26, -2.09)
C (-2.59, 1.17, -2.30)
H (-4.00, -1.30, -2.33)
H (-2.70, -1.98, -3.32)
H (-2.04, -0.57, -1.05)
H (-1.10, -0.37, -2.53)
H (-3.34, 1.46, -1.57)
H (-1.79, 1.90, -2.32)
O (0.28, 2.74, -2.01)
C (0.51, 3.33, -3.02)
O (1.71, 3.26, -3.63)
C (1.75, 4.15, -4.77)
C (0.29, 4.37, -5.15)
C (-0.41, 4.26, -3.79)
H (2.24, 5.07, -4.46)
H (2.34, 3.67, -5.55)
H (0.12, 5.31, -5.67)
H (-0.05, 3.56, -5.80)
H (-0.44, 5.21, -3.27)
H (-1.41, 3.85, -3.84)

## Properties
SMILES: CCCCB1OB(Br)OB(P(C)CC)O1.O=C1CCCO1.O=C1CCCO1.O=C1CCCO1.O=C1CCCO1.O=C1CCCO1
HOMO-LUMO gap, eV: 8.45
Molar mass, g/mol: 723.0
Calculated total energy, hartree: -5025.4549
Multiplicity: 1

=====

# 12
# CH4BNO2

CH4BNO2 as an isolated structure in a non-equilibrium geometry (the ωB97M-V functional and the def2-TZVPD basis, the OMol25 dataset).

Positions of all 9 atoms, in Å:
B (-0.76, -0.47, 0.32)
C (0.46, 0.74, -0.04)
N (-0.56, 1.51, 0.56)
O (-0.48, 2.56, 1.15)
O (-1.64, 0.78, 0.56)
H (-0.44, -0.90, 1.32)
H (-0.98, -0.99, -0.72)
H (1.39, 1.01, 0.45)
H (0.43, 0.80, -1.09)

## Properties
HOMO-LUMO gap, eV: 9.89
Molar mass, g/mol: 72.9
Calculated total energy, hartree: -270.4480
Energy above the lowest of the compared OMol25 structures with the same formula, charge and spin, kJ/mol: 206.4
Multiplicity: 1